Arrangement 1

63
Properties=species:S:1:pos:R:3 method="wB97M-V/def2-TZVPD" orbital_gap_ev="4.9 / 4.7" e_lumo_ev="-5.2 / -5.4" s2=6.0552 charge=+1 homo_energy_ha="-0.371 / -0.370" multiplicity=5
O -4.301 -0.157 -5.248
H -3.900 2.059 -0.504
C 3.937 -0.516 0.475
C 0.596 -2.328 -2.029
H -0.411 4.838 -1.847
C -0.230 -0.457 4.502
C -0.533 1.066 -2.366
C -1.789 -2.396 3.256
C -1.178 -2.376 -3.639
C -2.287 -0.139 -4.152
C -0.202 -3.032 -2.930
C 4.620 -2.522 1.558
O -2.855 -1.674 -5.771
H -2.390 -3.156 2.774
H -1.954 0.706 0.158
C -3.172 2.465 0.185
C -1.616 -2.417 4.633
O 5.111 1.516 -0.045
Mn 1.489 0.247 -0.517
C -1.182 -1.409 2.497
N -3.229 -0.707 -5.141
H -0.619 3.893 2.708
N 0.450 -1.025 -1.823
Te 0.544 1.089 2.033
C -1.333 -0.984 -3.478
H -2.121 3.875 -3.383
C -2.423 4.253 1.608
C 3.300 -2.966 1.494
H 3.084 -3.943 1.907
H -1.311 -1.403 1.420
C -3.343 3.742 0.707
H -4.204 4.331 0.420
C -2.363 1.196 -3.955
C -0.484 -0.353 -2.555
H 5.950 -0.896 1.158
H 1.292 -2.438 0.882
C -1.153 2.216 1.470
C 2.342 -2.163 0.917
C -0.838 -1.454 5.253
H 1.366 -2.833 -1.458
H 1.185 3.296 -0.697
H -3.110 1.769 -4.487
N 0.376 1.607 -1.521
C 4.101 0.887 -0.050
C -0.410 -0.436 3.124
C -1.456 1.848 -3.065
N 2.666 -0.972 0.382
C -2.076 1.706 0.561
C -1.418 3.239 -2.862
C 5.727 -3.432 2.206
H -0.047 -4.093 -3.055
H -2.562 5.241 2.024
C -0.479 3.773 -2.016
C -1.328 3.490 1.995
H 0.382 0.288 4.992
O 2.924 1.373 -0.512
H -2.086 -3.192 5.223
H -0.695 -1.478 6.325
C 4.935 -1.260 1.057
C 0.414 2.920 -1.358
O 5.332 -4.585 2.433
H -1.809 -2.913 -4.329
O 6.775 -2.827 2.457



Arrangement 2

63
Properties=species:S:1:pos:R:3 method="wB97M-V/def2-TZVPD" orbital_gap_ev="4.8 / 4.7" e_lumo_ev="-5.2 / -5.4" s2=6.0555 charge=+1 homo_energy_ha="-0.369 / -0.369" multiplicity=5
N -0.555 1.572 1.251
H -0.135 3.296 0.234
C -1.674 -1.093 3.513
C 5.243 -0.219 -0.803
C -1.136 -2.358 1.114
C -1.164 -0.426 2.386
C 6.082 -2.149 0.358
C -0.211 -0.408 -2.883
C -1.229 1.737 3.559
C -0.963 0.992 2.405
C 3.417 4.258 2.540
N -2.429 -0.899 5.926
Te 2.593 1.160 -0.412
O -3.150 -1.868 5.801
C -0.752 0.995 -2.766
O -0.686 1.438 -1.487
H -1.837 -4.150 2.054
H 2.985 -1.361 1.468
N -0.875 -1.060 1.213
H 7.153 -1.108 -1.178
C -0.666 3.705 2.304
O 0.866 -4.440 -5.119
C -0.425 2.887 1.193
H 1.912 0.706 2.627
C 0.604 -3.248 -5.344
H 4.783 -3.005 1.833
H 5.374 0.551 -1.553
C -1.057 3.131 3.488
H 3.068 4.287 4.652
O 0.312 -2.629 -6.375
H 1.261 -2.405 -0.722
O -1.164 1.660 -3.666
C 0.971 -2.864 -2.819
H 2.107 2.011 4.703
H -1.249 3.738 4.362
C -1.680 1.047 4.726
C 2.977 3.718 3.736
C 0.851 -2.097 -1.678
C 4.912 -2.221 1.100
C -1.649 -3.095 2.184
H -0.432 -0.711 -5.008
H 6.865 -2.877 0.516
C 2.773 2.246 1.392
C 0.478 -2.380 -4.029
H 3.851 5.249 2.519
N 0.232 -0.905 -1.706
C 6.246 -1.155 -0.593
H -1.861 1.588 5.643
C -0.102 -1.113 -4.059
C 2.327 1.707 2.595
C 4.075 -0.290 -0.053
C -1.900 -0.288 4.687
H 3.673 3.950 0.434
O -2.079 -0.400 6.972
H -0.928 -2.832 0.163
H 1.434 -3.841 -2.826
Mn -0.097 0.264 -0.218
C -1.899 -2.479 3.385
C 3.902 -1.294 0.894
H -0.540 4.773 2.209
H -2.284 -3.042 4.220
C 2.434 2.440 3.766
C 3.319 3.524 1.365



arrangement 1 comes first in stability; the runner-up is 6.0 kJ/mol higher.



Arrangement 1

19
Properties=species:S:1:pos:R:3 method="wB97M-V/def2-TZVPD" orbital_gap_ev=4.3 e_lumo_ev=-8.8 charge=+1 homo_energy_ha=-0.481
H 1.131 0.296 1.128
H -0.621 -2.800 -0.100
H -1.010 -1.183 -0.686
C 1.362 1.896 -2.756
H -2.272 0.050 1.758
C -1.103 -1.842 0.184
N 0.933 -0.815 1.050
H -0.555 -1.706 2.268
S 1.211 0.353 -1.747
H -1.040 0.780 0.599
C -0.433 -1.116 1.349
H 1.555 1.570 -3.795
H -2.167 -2.037 0.359
H 2.128 2.532 -2.308
C -1.219 0.249 1.554
S -0.476 1.094 2.956
H 0.396 2.399 -2.741
H 1.115 1.205 0.876
H 1.066 -0.925 0.050



Arrangement 2

19
Properties=species:S:1:pos:R:3 method="wB97M-V/def2-TZVPD" orbital_gap_ev=4.5 e_lumo_ev=-7.9 charge=+1 homo_energy_ha=-0.454
N -0.028 0.030 -2.759
S -0.100 1.822 0.767
H -1.408 0.398 -1.253
H 1.301 1.991 -1.123
C 0.570 1.261 -0.766
H 0.044 0.255 -3.751
H 0.431 -0.929 1.602
H -1.364 -0.243 1.922
H 1.028 0.280 -0.552
H -0.923 1.834 -2.233
C -0.583 0.884 -1.822
H -1.201 -2.107 -0.213
C 0.658 -0.324 2.801
H 0.271 -0.898 -2.327
C -0.549 -0.866 2.438
H 0.878 0.724 2.688
H -0.894 -1.783 2.892
S 0.068 -1.958 -0.539
H 1.138 -0.914 3.577



arrangement 2 comes first in stability; the runner-up is 144.2 kJ/mol higher.



Arrangement 1

8
Properties=species:S:1:pos:R:3 method="wB97M-V/def2-TZVPD" orbital_gap_ev=10.4 e_lumo_ev=-0.1 charge=0 homo_energy_ha=-0.387
F 1.751 -1.826 1.143
O 0.361 -0.336 0.333
O -0.900 -0.828 0.936
C -0.420 1.536 -0.663
C 1.515 -0.745 0.414
H -1.485 -0.161 0.679
F 0.481 1.645 -1.615
F -1.302 0.716 -1.227



Arrangement 2

8
Properties=species:S:1:pos:R:3 method="wB97M-V/def2-TZVPD" orbital_gap_ev="9.3 / 9.3" e_lumo_ev="-1.0 / -1.1" charge=0 homo_energy_ha="-0.376 / -0.382"
F -1.586 1.025 -1.188
F -0.222 -1.224 1.340
C -0.930 0.198 -0.449
F -2.176 -1.655 0.498
H 2.589 0.235 0.105
O 2.163 0.664 -0.656
O 1.287 1.467 -0.116
C -1.125 -0.710 0.467



arrangement 1 comes first in stability; the runner-up is 63.2 kJ/mol higher.



Arrangement 1

2
Properties=species:S:1:pos:R:3 method="wB97M-V/def2-TZVPD" orbital_gap_ev=7.8 e_lumo_ev=-3.0 charge=0 homo_energy_ha=-0.397
O 0.000 0.000 -0.654
O 0.000 0.000 0.654



Arrangement 2

2
Properties=species:S:1:pos:R:3 method="wB97M-V/def2-TZVPD" orbital_gap_ev=7.9 e_lumo_ev=-2.3 charge=0 homo_energy_ha=-0.373
O 0.000 0.000 -0.612
O 0.000 0.000 0.612



Arrangement 3

2
Properties=species:S:1:pos:R:3 method="wB97M-V/def2-TZVPD" orbital_gap_ev=7.7 e_lumo_ev=-3.8 charge=0 homo_energy_ha=-0.423
O 0.100 -0.014 0.704
O -0.100 0.014 -0.704



arrangement 2 comes first in stability; the runner-up is 37.5 kJ/mol higher.



Arrangement 1

9
Properties=species:S:1:pos:R:3 method="wB97M-V/def2-TZVPD" orbital_gap_ev=10.8 e_lumo_ev=1.1 charge=0 homo_energy_ha=-0.356
C 0.123 0.393 -0.461
H -1.742 -0.694 0.597
C 0.152 -0.569 0.709
H 1.468 -0.683 1.246
C -0.948 -0.880 1.245
H 0.862 1.190 -0.261
Cl -1.307 -1.851 2.647
H 0.239 -0.186 -1.332
H -0.929 0.679 -0.549



Arrangement 2

9
Properties=species:S:1:pos:R:3 method="wB97M-V/def2-TZVPD" orbital_gap_ev=10.7 e_lumo_ev=1.1 charge=0 homo_energy_ha=-0.355
H -2.097 0.696 -0.699
Cl 2.187 -1.758 1.149
H 1.197 0.543 1.045
C -1.047 0.853 -0.451
H -0.090 -1.750 -0.523
H -0.449 1.007 -1.362
H -0.800 1.621 0.256
C 1.098 -0.464 0.609
C 0.002 -0.748 -0.025



Arrangement 3

9
Properties=species:S:1:pos:R:3 method="wB97M-V/def2-TZVPD" orbital_gap_ev="9.2 / 9.2" e_lumo_ev="-0.3 / -0.3" charge=0 homo_energy_ha="-0.351 / -0.351"
H 0.356 -1.694 -0.770
C -0.671 0.333 -0.201
H 0.656 0.619 1.397
H -0.016 -1.557 0.818
H -0.478 1.179 -1.925
Cl -2.125 0.706 0.618
H 1.434 0.943 -0.277
C 0.155 -0.947 -0.026
C 0.689 0.417 0.366



Arrangement 4

9
Properties=species:S:1:pos:R:3 method="wB97M-V/def2-TZVPD" orbital_gap_ev=10.6 e_lumo_ev=1.0 charge=0 homo_energy_ha=-0.355
C -0.636 0.078 -1.078
Cl -1.405 0.437 1.613
H -1.214 -0.906 -0.989
C 1.150 -0.217 0.946
H 1.766 -0.235 0.136
H 0.137 -0.320 -1.729
H 1.584 0.068 1.938
C -0.065 0.182 0.601
H -1.317 0.912 -1.437



arrangement 4 comes first in stability; the runner-up is 40.2 kJ/mol higher.



Arrangement 1

9
Properties=species:S:1:pos:R:3 method="wB97M-V/def2-TZVPD" orbital_gap_ev=6.6 e_lumo_ev=4.1 charge=-1 homo_energy_ha=-0.092
H 1.246 0.361 1.253
H 0.151 1.644 -0.762
O -1.178 -1.379 -0.676
O -1.110 0.841 0.821
O 1.120 -2.270 -0.499
S 0.395 -0.998 -0.986
C -0.056 1.063 0.224
H -1.656 -0.546 -0.356
O 1.089 1.284 0.981



Arrangement 2

9
Properties=species:S:1:pos:R:3 method="wB97M-V/def2-TZVPD" orbital_gap_ev=7.7 e_lumo_ev=4.0 charge=-1 homo_energy_ha=-0.135
O -0.834 -0.952 -0.607
S 1.294 0.452 0.136
O 1.100 0.406 -1.372
C -0.496 -0.210 0.485
H -1.185 1.464 -0.129
O 2.208 -0.619 0.610
H -0.623 -0.846 1.495
H -0.145 -0.623 -1.280
O -1.319 0.927 0.662



arrangement 2 comes first in stability; the runner-up is 119.3 kJ/mol higher.